1.
Entry from the OMol25 dataset: 7 unconnected molecules or ions with the total composition H14O7 (wB97M-V/def2-TZVPD).

CARTESIAN COORDINATES (ANGSTROEM)
O 6.01 11.30 42.82
H 6.11 12.21 42.94
H 5.35 11.17 43.52
O 11.97 11.40 44.01
H 11.06 11.43 44.10
H 12.14 10.53 43.54
O 10.15 9.96 40.23
H 10.58 9.14 40.58
H 9.92 10.38 41.15
O 9.11 12.21 44.83
H 8.74 11.66 45.49
H 8.46 12.65 44.68
O 4.60 9.87 40.74
H 5.09 10.23 41.34
H 4.93 8.88 40.76
O 8.66 11.10 42.17
H 9.00 11.08 43.06
H 7.85 10.67 42.31
O 7.23 13.21 41.03
H 8.00 12.80 41.46
H 6.76 12.59 40.46

Computed properties:
Molecular weight (g/mol): 126.1
HOMO (eV): -10.7289
Structure (SMILES): O.O.O.O.O.O.O
Gap between HOMO and LUMO (hartree): 0.3807
LUMO (Ha): -0.0135

***

2.
Entry from the OMol25 dataset: 7 unconnected molecules or ions with the total composition H14O7 (wB97M-V/def2-TZVPD).

CARTESIAN COORDINATES (ANGSTROEM)
O 3.50 4.61 1.75
H 4.26 4.59 2.34
H 3.55 3.78 1.28
O 0.31 -7.11 1.65
H 0.40 -8.03 1.40
H -0.06 -6.69 0.87
O 0.98 5.37 -2.68
H 1.37 4.64 -2.20
H 1.60 6.10 -2.56
O -0.15 -0.49 -0.32
H 0.09 -1.41 -0.40
H 0.68 -0.02 -0.38
O 3.97 0.54 0.32
H 4.51 0.06 0.95
H 4.44 0.45 -0.51
O -4.92 -3.88 -1.02
H -4.23 -4.46 -1.35
H -5.70 -4.43 -0.99
O -5.18 1.96 0.79
H -4.92 2.88 0.82
H -4.50 1.54 0.27

Computed properties:
Molecular weight (g/mol): 126.1
HOMO (eV): -11.1909
Structure (SMILES): O.O.O.O.O.O.O
Gap between HOMO and LUMO (hartree): 0.4184
LUMO (Ha): 0.0072

***

3.
Entry from the OMol25 dataset: 7 unconnected molecules or ions with the total composition H14O7 (wB97M-V/def2-TZVPD).

CARTESIAN COORDINATES (ANGSTROEM)
O -0.73 2.07 -1.20
H -0.68 1.98 -2.17
H -0.39 1.26 -0.83
O -1.15 -2.28 -0.73
H -1.11 -3.24 -0.62
H -0.91 -2.06 -1.61
O 0.37 -0.18 -0.30
H -0.25 -0.94 -0.25
H 0.83 -0.31 0.52
O -3.73 -1.50 0.07
H -3.75 -0.61 -0.30
H -2.78 -1.86 -0.03
O 0.69 2.20 1.66
H -0.21 1.85 1.69
H 0.65 2.99 2.16
O 1.79 -0.25 2.16
H 1.72 -0.47 3.06
H 1.52 0.70 2.03
O 3.10 0.28 -1.66
H 2.25 0.54 -1.22
H 2.76 -0.17 -2.44

Computed properties:
Molecular weight (g/mol): 126.1
HOMO (eV): -10.7974
Structure (SMILES): O.O.O.O.O.O.O
Gap between HOMO and LUMO (hartree): 0.3980
LUMO (Ha): 0.0012

***

4.
Entry from the OMol25 dataset: a molecular structure, H14O7 (wB97M-V/def2-TZVPD).

CARTESIAN COORDINATES (ANGSTROEM)
H -0.20 1.52 0.10
H -0.26 0.00 0.04
H -2.00 3.62 -0.15
H -0.75 3.30 -0.95
H -3.00 -0.12 0.16
H -3.09 1.39 0.27
H 0.81 -2.36 -0.53
H 1.03 -2.25 0.97
H -1.14 -5.39 0.93
H -1.34 -4.31 -0.11
H 3.33 -0.10 2.44
H 1.93 -0.44 2.92
H 2.32 2.83 -3.71
H 2.57 2.11 -2.39
O -0.80 0.78 0.24
O -1.09 3.91 -0.29
O -2.51 0.68 -0.03
O 0.63 -2.81 0.31
O -0.81 -4.53 0.66
O 2.40 0.04 2.23
O 1.95 2.16 -3.12

Computed properties:
Molecular weight (g/mol): 126.1
HOMO (eV): -8.1578
Gap between HOMO and LUMO (hartree): 0.3162
LUMO (Ha): 0.0164

***

What should be chosen as the least stable of them? Choose 4.